*1*
22
Properties=species:S:1:pos:R:3:lowdin_charge:R:1 method="wB97M-V/def2-TZVPD" orbital_gap_ev="13.4 / 4.4" s_squared=0.75 charge=+1 multiplicity=2
C 0.68052 0.85622 -1.67792 -0.235
C 0.79729 -0.63414 -1.65426 -0.044
C 1.87033 1.66507 -1.27977 -0.043
H 0.31263 1.12312 -2.62758 0.133
H -0.21438 1.17207 -1.04888 0.182
H 0.85478 -0.92859 -2.76253 0.163
H 2.34982 1.24370 -0.40156 0.095
H 2.58307 1.78617 -2.00647 0.077
H -0.04282 -1.16651 -1.33573 0.046
H 1.75948 -0.93047 -1.18796 0.116
H 1.55504 2.70786 -0.97922 0.129
C -1.40738 -0.45700 1.03310 -0.266
C -1.38018 0.33020 2.33728 -0.064
C -0.61610 -1.75056 1.17708 -0.030
H -2.35291 -0.62086 0.80204 0.075
H -0.92685 0.05471 0.22855 0.078
H -1.85684 -0.34670 3.14746 0.130
H 0.35733 -1.44823 1.46197 0.080
H -1.04554 -2.12545 2.12718 0.126
H -2.07581 1.14405 2.14310 0.085
H -0.29934 0.59003 2.52809 0.106
H -0.62460 -2.31354 0.29841 0.060


*2*
22
Properties=species:S:1:pos:R:3:lowdin_charge:R:1 method="wB97M-V/def2-TZVPD" orbital_gap_ev="12.1 / 4.9" s_squared=0.75 charge=+1 multiplicity=2
C 0.38397 1.32716 0.01067 -0.312
C 0.23627 2.48874 -0.91440 -0.039
C 1.35774 0.27165 -0.42355 -0.010
C 0.94879 1.85416 1.52037 0.127
H -0.58593 0.88508 0.30259 0.164
H 1.14612 3.09020 -0.84484 0.115
H 2.12344 -0.08577 0.26547 0.122
H 0.71876 -0.56483 -0.77413 0.103
H 1.92282 0.64420 -1.27634 0.108
H 1.94437 2.20288 1.25765 0.106
H 0.27576 2.66018 1.81277 0.113
H -0.62307 3.09556 -0.60770 0.106
H -0.01952 2.21028 -1.94379 0.127
H 0.94720 1.05359 2.25570 0.104
C -2.06341 -2.73802 -0.33406 -0.146
C -0.62667 -2.58476 0.16602 -0.165
H -2.11121 -3.00742 -1.37893 0.068
H -2.58503 -3.41087 0.34068 0.072
H -2.59840 -1.79796 -0.17767 0.059
H -0.16995 -3.54073 0.42301 0.078
H 0.01447 -2.20621 -0.64438 0.041
H -0.63652 -1.84711 0.96484 0.058


Which of them is most stable? Easy: *2*.


*1*
23
Properties=species:S:1:pos:R:3:lowdin_charge:R:1 method="wB97M-V/def2-TZVPD" orbital_gap_ev=9.3 charge=+1
C -1.49398 -1.03922 2.12276 -0.042
C -2.02878 -0.88029 0.89388 -0.095
C -0.14763 0.00425 0.22596 -0.050
C 1.95635 0.10754 1.67922 0.017
C -0.88084 0.27587 -1.96656 -0.029
C 1.54343 0.63386 -1.51363 0.008
N -0.13337 -0.73641 2.35258 0.009
N 0.61187 -0.25754 1.28884 -0.114
N -3.19944 -0.91715 0.29242 0.107
N 0.20813 0.30078 -0.97320 -0.169
H -1.96726 -1.49538 2.93819 0.118
H 2.52635 -0.58190 2.30152 0.110
H 2.45609 0.33398 0.83346 0.034
H 1.85687 0.91003 2.43986 0.117
H -1.48534 -0.62426 -1.53778 0.083
H -1.53232 1.25104 -1.91834 0.135
H -0.46192 0.04300 -2.97856 0.106
H 2.19874 -0.20498 -1.81455 0.124
H 1.37406 1.20698 -2.36896 0.078
H 2.03864 1.15802 -0.80693 0.039
H -0.00113 -0.28924 3.26485 0.158
H -3.92726 -0.34118 0.51425 0.077
H -3.40203 -1.55425 -0.57172 0.178


*2*
23
Properties=species:S:1:pos:R:3:lowdin_charge:R:1 method="wB97M-V/def2-TZVPD" orbital_gap_ev=9.4 charge=+1
C -2.06890 0.84348 -0.28859 0.016
C -2.26101 -0.31933 0.35872 -0.328
C -0.13142 -0.06174 -0.08222 -0.082
C -0.01106 2.04026 -1.19590 0.024
C 2.40814 -0.44894 -0.88931 -0.124
C 1.88343 -0.96923 1.33166 -0.147
N -0.72385 0.95429 -0.51188 -0.086
N -1.05450 -0.96795 0.44038 0.204
N -3.51405 -0.80618 0.70728 0.136
N 1.68662 -0.06544 0.29707 -0.102
H -2.75963 1.58942 -0.63851 0.150
H 1.07142 1.73663 -1.23661 0.078
H -0.21397 2.14158 -2.31716 0.130
H -0.09705 3.02822 -0.56884 0.147
H 2.12421 0.03516 -1.77959 0.060
H 3.43957 -0.22311 -0.72463 0.092
H 2.37307 -1.55816 -1.14808 0.121
H 3.00145 -1.22201 1.31798 0.140
H 1.66817 -0.51180 2.31762 0.112
H 1.35002 -1.84211 1.17000 0.048
H -0.65005 -1.79701 0.93352 0.184
H -3.98999 -0.01607 1.05932 0.087
H -3.53064 -1.55997 1.44773 0.141


Which of them is most stable? Easy: *2*.


*1*
13
Properties=species:S:1:pos:R:3:lowdin_charge:R:1 method="wB97M-V/def2-TZVPD" orbital_gap_ev="11.6 / 7.8" s_squared=0.76 multiplicity=2
O -0.80866 -0.08392 -0.32510 0.226
C -1.86247 0.57673 -0.45855 -0.655
O -2.35483 0.61055 -1.58995 0.151
C -2.27811 1.09047 0.85417 0.024
H -3.29217 0.82903 1.15880 0.110
H -1.58690 0.85819 1.58651 0.065
H -2.18466 2.11995 1.09831 0.089
H 2.41728 -0.81648 -1.47750 -0.004
H 2.26957 0.62656 -1.15141 0.111
O 3.01107 -0.09480 -1.34556 -0.092
H 1.53699 -2.24836 0.70690 0.023
H 2.64986 -1.24222 0.41403 0.037
O 2.48303 -2.22568 0.52934 -0.084


*2*
13
Properties=species:S:1:pos:R:3:lowdin_charge:R:1 method="wB97M-V/def2-TZVPD" orbital_gap_ev="12.1 / 7.5" s_squared=0.75 multiplicity=2
O 0.82671 -2.34150 0.52194 0.167
C 0.36495 -1.23663 0.60107 -0.594
O 0.35531 -0.43972 -0.45594 0.169
C -0.22409 -0.60839 1.81760 0.025
H -1.13474 -1.10184 2.16934 0.106
H 0.43141 -0.61323 2.68873 0.100
H -0.54531 0.40616 1.62332 0.082
H 2.28773 1.22297 -1.59893 0.033
H 1.04424 0.58822 -2.07563 -0.006
O 1.66961 1.27757 -2.33794 -0.061
H -1.23471 0.32424 -0.89144 -0.018
H -1.83538 1.63640 -1.32677 0.052
O -2.00574 0.88576 -0.73537 -0.054


Which of them is most stable? Easy: *2*.